# 1
{
  "formula": "C39H73N3O19",
  "method": "ωB97M-V with the def2-TZVPD basis set",
  "de_lowest_kcal_mol": 28.28,
  "total_energy_ha": -3123.3221,
  "homo_energy_ev": -7.7,
  "max_force_ha_per_bohr": 0.133,
  "symbols": ["C", "C", "C", "C", "C", "C", "C", "C", "C", "N", "O", "H", "H", "H", "H", "H", "H", "H", "H", "H", "H", "H", "H", "H", "H", "H", "H", "H", "H", "H", "C", "C", "C", "C", "C", "C", "C", "C", "C", "N", "O", "H", "H", "H", "H", "H", "H", "H", "H", "H", "H", "H", "H", "H", "H", "H", "H", "H", "H", "H", "C", "O", "C", "C", "N", "C", "C", "O", "C", "H", "H", "H", "H", "H", "H", "H", "H", "H", "H", "H", "H", "H", "H", "H", "O", "C", "O", "C", "C", "O", "H", "H", "H", "H", "O", "C", "O", "C", "C", "O", "H", "H", "H", "H", "O", "C", "O", "C", "C", "O", "H", "H", "H", "H", "O", "C", "O", "C", "C", "O", "H", "H", "H", "H", "O", "C", "O", "C", "C", "O", "H", "H", "H", "H"],
  "xyz": [[-0.45, 3.96, 4.18], [-1.56, 4.21, 3.10], [-2.11, 2.73, 2.84], [-2.62, 4.94, 3.83], [-3.70, 5.46, 2.89], [-3.08, 6.22, 1.69], [-2.05, 5.39, 0.87], [-2.77, 4.31, 0.05], [-1.26, 6.36, -0.07], [-1.08, 4.81, 1.86], [-0.02, 4.09, 1.25], [-0.68, 3.68, 5.21], [0.24, 3.17, 3.88], [0.13, 4.88, 4.18], [-1.76, 2.12, 2.01], [-1.95, 2.09, 3.71], [-3.19, 2.83, 2.71], [-3.09, 4.39, 4.64], [-2.07, 5.76, 4.30], [-4.44, 4.82, 2.42], [-4.23, 6.20, 3.50], [-2.75, 7.21, 2.00], [-3.89, 6.59, 1.06], [-2.17, 3.44, -0.23], [-3.23, 4.68, -0.86], [-3.52, 3.79, 0.65], [-0.30, 6.65, 0.36], [-1.86, 7.21, -0.38], [-0.98, 5.87, -1.00], [-0.34, 3.20, 1.10], [3.79, 0.13, -0.14], [4.08, 1.00, 1.09], [3.05, 0.69, 2.23], [5.48, 0.61, 1.64], [6.03, 1.65, 2.52], [6.24, 3.01, 1.86], [4.93, 3.60, 1.24], [4.20, 4.25, 2.49], [5.28, 4.57, 0.16], [4.17, 2.40, 0.64], [3.04, 2.86, 0.12], [4.52, 0.13, -0.95], [3.48, -0.87, 0.17], [2.82, 0.47, -0.52], [2.07, 1.10, 1.99], [3.10, -0.28, 2.71], [3.41, 1.43, 2.94], [5.38, -0.13, 2.43], [6.26, 0.22, 0.99], [5.47, 1.64, 3.45], [6.98, 1.21, 2.83], [7.03, 2.94, 1.11], [6.74, 3.62, 2.60], [4.87, 4.97, 2.94], [3.83, 3.59, 3.27], [3.29, 4.62, 2.01], [6.11, 4.31, -0.50], [5.56, 5.52, 0.62], [4.42, 4.92, -0.41], [2.53, 3.21, 0.85], [0.64, 1.21, -4.79], [0.87, -0.17, -4.56], [-0.37, -0.87, -4.63], [-0.07, -2.24, -4.19], [0.82, -2.94, -5.14], [1.56, -4.09, -4.57], [1.06, -5.55, -4.97], [1.21, -5.92, -6.29], [0.30, -5.38, -7.24], [-0.20, 1.34, -5.47], [1.54, 1.65, -5.23], [0.40, 1.73, -3.87], [-0.88, -0.77, -5.59], [-1.15, -0.52, -3.95], [-1.02, -2.77, -4.20], [0.32, -2.26, -3.17], [1.38, -2.21, -5.55], [2.06, -3.84, -3.63], [2.49, -3.98, -5.12], [0.05, -5.68, -4.59], [1.63, -6.28, -4.41], [0.61, -5.64, -8.26], [0.36, -4.29, -7.27], [-0.72, -5.64, -6.97], [0.64, -1.98, 2.85], [0.12, -1.51, 1.81], [-0.95, -2.05, 1.12], [-1.37, -1.21, 0.16], [-0.16, -0.32, -0.06], [0.40, -0.40, 1.20], [-1.70, -1.91, -0.61], [-2.12, -0.48, 0.48], [-0.51, 0.68, -0.33], [0.57, -0.49, -0.85], [-4.31, -0.37, 1.44], [-5.39, -0.76, 1.73], [-6.47, -0.71, 0.92], [-7.55, -1.44, 1.49], [-7.14, -1.28, 2.89], [-5.69, -1.31, 2.86], [-8.49, -0.90, 1.41], [-7.53, -2.50, 1.26], [-7.59, -2.19, 3.31], [-7.49, -0.42, 3.46], [6.55, -5.06, 4.16], [5.58, -4.98, 3.53], [4.90, -5.93, 3.13], [3.70, -5.50, 2.53], [3.67, -4.06, 3.07], [5.06, -3.81, 3.23], [3.76, -5.57, 1.45], [2.75, -5.86, 2.93], [3.25, -3.95, 4.07], [3.17, -3.32, 2.45], [-6.62, -4.43, -2.18], [-6.19, -3.31, -2.29], [-4.83, -2.93, -2.39], [-4.81, -1.51, -2.78], [-6.17, -1.15, -2.32], [-6.93, -2.26, -2.47], [-4.02, -1.07, -2.17], [-4.51, -1.35, -3.82], [-6.44, -0.29, -2.93], [-6.23, -0.73, -1.32], [2.03, -4.66, -0.04], [0.98, -5.01, -0.54], [0.19, -4.23, -1.26], [-1.02, -4.95, -1.69], [-0.69, -6.38, -1.44], [0.38, -6.26, -0.45], [-1.91, -4.65, -1.14], [-1.18, -4.85, -2.77], [-0.34, -6.78, -2.39], [-1.61, -6.91, -1.18]]
}


# 2
{
  "formula": "C34H77BN14O12",
  "method": "ωB97M-V with the def2-TZVPD basis set",
  "total_energy_ha": -3036.0889,
  "homo_energy_ev": -8.6,
  "max_force_ha_per_bohr": 0.076,
  "symbols": ["N", "C", "C", "B", "N", "O", "C", "N", "O", "C", "N", "H", "H", "H", "H", "H", "H", "H", "C", "N", "C", "C", "O", "H", "H", "H", "H", "H", "H", "H", "C", "N", "C", "C", "O", "H", "H", "H", "H", "H", "H", "H", "C", "N", "C", "C", "O", "H", "H", "H", "H", "H", "H", "H", "C", "N", "C", "C", "O", "H", "H", "H", "H", "H", "H", "H", "C", "N", "C", "C", "O", "H", "H", "H", "H", "H", "H", "H", "C", "N", "C", "C", "O", "H", "H", "H", "H", "H", "H", "H", "C", "N", "C", "C", "O", "H", "H", "H", "H", "H", "H", "H", "C", "N", "C", "C", "O", "H", "H", "H", "H", "H", "H", "H", "C", "N", "C", "C", "O", "H", "H", "H", "H", "H", "H", "H", "C", "N", "C", "C", "O", "H", "H", "H", "H", "H", "H", "H"],
  "xyz": [[6.10, -5.91, 4.32], [5.93, -5.42, 3.33], [5.58, -4.83, 2.00], [4.27, -3.91, 2.20], [3.00, -4.39, 1.73], [4.31, -2.65, 2.81], [6.78, -4.10, 1.33], [6.39, -3.45, 0.08], [7.77, -5.06, 1.04], [7.38, -3.02, 2.20], [7.98, -2.32, 2.84], [5.30, -5.66, 1.34], [2.43, -3.58, 1.47], [3.09, -4.91, 0.85], [3.98, -2.02, 2.16], [5.99, -2.53, 0.25], [5.71, -4.03, -0.41], [7.51, -5.46, 0.20], [-0.75, -2.19, -2.09], [0.40, -2.29, -1.20], [1.62, -2.89, -1.70], [0.37, -1.84, 0.06], [1.31, -1.90, 0.85], [-1.03, -3.19, -2.41], [-0.47, -1.59, -2.96], [-1.59, -1.71, -1.60], [1.87, -3.76, -1.08], [2.44, -2.17, -1.63], [1.50, -3.20, -2.73], [-0.59, -1.41, 0.34], [-0.36, 1.12, -6.48], [0.62, 0.41, -5.68], [1.90, 1.06, -5.40], [0.40, -0.82, -5.19], [1.18, -1.46, -4.52], [0.06, 1.34, -7.46], [-0.63, 2.05, -5.98], [-1.26, 0.51, -6.60], [2.71, 0.44, -5.79], [2.03, 1.15, -4.32], [1.93, 2.04, -5.86], [-0.60, -1.22, -5.46], [-0.23, -6.89, -5.97], [-0.52, -5.49, -5.72], [0.57, -4.53, -5.72], [-1.77, -5.04, -5.50], [-2.07, -3.88, -5.28], [0.45, -7.26, -5.21], [0.23, -6.99, -6.96], [-1.15, -7.48, -5.95], [0.61, -4.04, -4.75], [0.39, -3.77, -6.48], [1.52, -5.03, -5.92], [-2.53, -5.85, -5.52], [-3.28, 2.66, 1.12], [-3.12, 1.39, 0.42], [-4.20, 0.41, 0.46], [-2.02, 1.09, -0.27], [-1.84, 0.05, -0.88], [-3.44, 2.46, 2.18], [-4.15, 3.18, 0.72], [-2.40, 3.28, 1.00], [-3.83, -0.51, 0.90], [-4.54, 0.19, -0.56], [-5.03, 0.80, 1.05], [-1.26, 1.89, -0.24], [-8.09, 5.90, 0.20], [-6.72, 5.85, 0.69], [-6.38, 6.57, 1.90], [-5.76, 5.17, 0.05], [-4.59, 5.09, 0.41], [-8.36, 6.94, 0.01], [-8.75, 5.48, 0.97], [-8.20, 5.32, -0.71], [-5.60, 7.30, 1.69], [-5.99, 5.87, 2.64], [-7.26, 7.07, 2.30], [-6.13, 4.66, -0.86], [-1.30, 6.80, -0.47], [-1.67, 8.18, -0.23], [-0.63, 9.20, -0.19], [-2.95, 8.56, -0.02], [-3.32, 9.70, 0.19], [-0.61, 6.47, 0.30], [-0.81, 6.73, -1.45], [-2.18, 6.16, -0.47], [-0.63, 9.69, 0.78], [-0.83, 9.95, -0.96], [0.34, 8.74, -0.37], [-3.66, 7.72, -0.06], [-7.77, 2.15, 4.82], [-7.96, 2.78, 3.53], [-6.87, 2.74, 2.57], [-9.10, 3.40, 3.19], [-9.32, 3.95, 2.12], [-6.93, 2.62, 5.34], [-7.57, 1.09, 4.68], [-8.67, 2.26, 5.43], [-6.57, 3.75, 2.31], [-7.20, 2.23, 1.66], [-6.02, 2.21, 2.99], [-9.86, 3.37, 3.99], [10.44, -0.43, 1.26], [10.81, 0.97, 1.16], [12.03, 1.43, 1.82], [10.07, 1.86, 0.48], [10.33, 3.04, 0.36], [10.31, -0.69, 2.31], [11.24, -1.04, 0.83], [9.52, -0.62, 0.72], [11.78, 2.21, 2.54], [12.70, 1.86, 1.07], [12.51, 0.60, 2.32], [9.17, 1.41, 0.02], [-7.57, -1.44, -4.55], [-6.48, -1.47, -3.60], [-5.20, -2.03, -4.00], [-6.61, -1.00, -2.35], [-5.73, -1.00, -1.51], [-7.80, -2.46, -4.87], [-7.28, -0.85, -5.42], [-8.46, -1.00, -4.10], [-4.94, -2.87, -3.36], [-4.42, -1.27, -3.91], [-5.25, -2.37, -5.04], [-7.62, -0.60, -2.13], [6.59, -3.11, 7.60], [5.94, -4.12, 8.42], [5.43, -5.32, 7.78], [5.80, -3.98, 9.75], [5.26, -4.78, 10.49], [5.89, -2.74, 6.85], [7.46, -3.55, 7.11], [6.92, -2.27, 8.22], [4.36, -5.39, 7.96], [5.92, -6.19, 8.21], [5.62, -5.28, 6.71], [6.22, -3.03, 10.14]]
}


# 3
{
  "formula": "C3H4NO2",
  "method": "ωB97M-V with the def2-TZVPD basis set",
  "charge": 1,
  "de_lowest_kcal_mol": 133.10,
  "total_energy_ha": -321.4543,
  "homo_energy_ev": -16.2,
  "max_force_ha_per_bohr": 0.084,
  "symbols": ["C", "O", "C", "N", "C", "O", "H", "H", "H", "H"],
  "xyz": [[-1.80, 0.73, -0.24], [-0.58, 1.58, -0.27], [-0.49, 0.31, -0.09], [0.45, -0.52, 0.00], [1.74, -0.58, 0.38], [0.71, -1.75, 0.35], [-2.44, 0.84, -1.18], [-2.31, 1.04, 0.65], [2.64, -0.56, -0.28], [1.80, -0.11, 1.36]]
}


# 4
{
  "formula": "C5H11NO",
  "method": "ωB97M-V with the def2-TZVPD basis set",
  "de_lowest_kcal_mol": 146.06,
  "total_energy_ha": -326.8986,
  "homo_energy_ev": [-7.3, -7.3],
  "max_force_ha_per_bohr": 0.068,
  "symbols": ["C", "C", "C", "C", "C", "O", "N", "H", "H", "H", "H", "H", "H", "H", "H", "H", "H", "H"],
  "xyz": [[-1.86, 0.26, -0.72], [2.79, 0.79, 0.11], [0.29, -1.66, 0.05], [-2.26, 0.64, 0.67], [0.20, -0.32, -0.54], [2.18, -0.02, -0.83], [0.11, 0.75, -1.05], [-2.10, 0.99, -1.49], [-2.11, -0.75, -1.05], [2.23, 0.85, 1.07], [2.92, 1.83, -0.24], [3.79, 0.40, 0.36], [0.69, -2.33, -0.70], [0.99, -1.62, 0.88], [-0.68, -2.01, 0.41], [-1.84, 1.60, 0.95], [-3.35, 0.73, 0.73], [-1.96, -0.11, 1.41]]
}


Question: Which formula does entry 1 have?
Answer: C39H73N3O19